Entry 1:
# C4H25N3O7

7 unconnected molecules or ions with the total composition C4H25N3O7 at a distorted geometry (ωB97M-V/def2-TZVPD, the Open Molecules 2025 dataset).

```
39
Properties=species:S:1:pos:R:3:forces:R:3:nbo_charge:R:1
N -2.57356 -1.41043 -0.34688 -0.13 -0.90 1.43 -0.860
C -2.60417 -0.42874 0.72498 -0.77 1.24 -1.09 -0.053
N -1.65617 0.65358 0.43220 1.18 -0.46 0.77 -0.697
C -0.26392 0.33471 0.78554 -0.92 -0.96 -4.24 -0.240
C 0.65843 0.77152 -0.44669 0.70 1.91 2.26 -0.093
N 1.60763 1.76721 0.08513 0.15 0.07 -1.58 -0.886
C 1.33152 -0.29437 -1.27704 -0.12 -2.34 -1.84 -0.103
O 0.78288 -0.19955 -2.60742 0.27 -0.18 -0.22 -0.733
H -2.43056 -1.09638 -1.29529 0.00 0.39 0.16 0.394
H -1.94389 -2.15341 -0.10430 0.18 -0.26 -0.37 0.354
H -2.50695 -0.89397 1.73376 0.31 0.04 -0.80 0.176
H -3.59582 0.02722 0.71139 -0.09 0.13 0.13 0.178
H -1.84744 1.64686 0.53223 -0.50 -0.74 0.05 0.381
H 0.07635 0.79158 1.67114 0.51 0.48 1.18 0.177
H -0.19464 -0.75371 0.76413 -0.09 -0.05 0.72 0.199
H 0.07759 1.36993 -1.18648 0.21 -0.67 0.68 0.217
H 2.11929 1.57575 0.92300 -0.24 0.04 0.16 0.364
H 1.31615 2.70347 -0.13516 0.42 0.07 0.58 0.373
H 2.42736 -0.30043 -1.47025 -0.58 0.92 0.83 0.197
H 1.13185 -1.36657 -0.99557 -0.08 0.89 0.57 0.159
H 0.19253 -0.94214 -2.76807 -0.20 0.22 0.02 0.480
O -1.93631 0.66625 -2.82261 -0.57 -1.62 -0.79 -0.989
H -1.49491 0.79435 -1.98317 -0.20 1.04 0.08 0.496
H -2.22350 1.40936 -3.35024 0.36 0.54 0.73 0.488
O -2.45245 3.60778 0.53580 -0.29 0.25 -0.78 -0.946
H -1.59481 4.02655 0.67599 -0.27 -0.38 0.57 0.482
H -2.71901 3.00510 1.23505 0.42 0.46 0.41 0.479
O -1.04494 -3.27845 -2.41903 0.87 -0.53 0.15 -0.929
H -1.03755 -4.08253 -1.88057 -0.58 0.15 0.13 0.470
H -0.14322 -3.35212 -2.76547 -0.18 0.37 -0.32 0.462
O 3.33193 -1.09137 0.96789 0.47 0.09 1.11 -0.966
H 4.12363 -0.93053 0.44781 -0.56 -0.14 -0.64 0.479
H 2.52873 -1.22531 0.45961 0.46 -0.03 -0.35 0.490
O 3.07957 0.84358 3.18188 0.18 0.29 -0.26 -0.941
H 3.02636 1.67283 2.69464 -0.08 0.19 0.35 0.456
H 3.72750 0.36010 2.65204 -0.28 -0.43 0.07 0.487
O 1.02043 -1.69872 2.80449 0.02 0.28 0.48 -0.943
H 0.84104 -0.77958 2.57811 -0.01 -0.07 -0.14 0.468
H 1.51348 -1.57613 3.62923 0.04 -0.32 -0.23 0.475
```
Positions in Å, forces in eV/Å.

Computed properties:
HOMO-LUMO gap = 8.79 eV
2S+1 = 1
SMILES = NCNC[C@@H](N)CO.O.O.O.O.O.O
Energy = -858.248089 a.u.

Entry 2:
# C4H25NO8

8 unconnected molecules or ions with the total composition C4H25NO8 at a distorted geometry (ωB97M-V/def2-TZVPD, the Open Molecules 2025 dataset).

```
38
Properties=species:S:1:pos:R:3:forces:R:3:nbo_charge:R:1
C -1.63042 0.88025 1.55437 0.21 0.96 0.06 -0.254
O -2.80316 0.20514 1.18317 -0.06 -0.74 -0.29 -0.555
C -3.85187 1.03528 0.74846 0.28 1.20 -0.02 -0.070
C -3.69113 1.40667 -0.72768 -0.62 -0.86 -0.30 -0.081
C -4.75986 2.38875 -1.16563 0.39 0.62 0.17 -0.617
N -3.74270 0.20126 -1.58413 0.15 -0.06 0.41 -0.827
H -1.66550 1.05372 2.63304 0.37 -0.08 0.05 0.173
H -1.52052 1.86421 1.07388 -0.34 -0.06 0.01 0.163
H -0.72233 0.36859 1.23922 -0.20 -0.52 0.24 0.198
H -4.80593 0.54311 0.93665 0.04 -0.28 -0.14 0.185
H -3.86846 1.97002 1.33526 0.04 -0.14 0.08 0.160
H -2.70498 1.84761 -0.88735 0.03 0.08 0.13 0.185
H -4.60310 2.68634 -2.20232 -0.18 -0.25 -0.08 0.225
H -4.67424 3.31529 -0.58666 -0.12 -0.13 0.07 0.207
H -5.76635 1.99377 -1.02243 -0.01 -0.07 -0.11 0.202
H -4.69075 -0.16897 -1.60247 -0.03 0.20 -0.03 0.342
H -3.20698 -0.52034 -1.10041 0.10 0.08 -0.27 0.362
O 3.00965 -3.69767 0.38458 -0.01 0.26 -0.15 -0.968
H 2.26226 -4.15226 -0.02483 0.02 -0.01 0.08 0.488
H 2.62797 -2.86285 0.69440 -0.18 -0.16 0.12 0.485
O 4.45238 -0.60682 -0.88300 0.33 0.05 0.24 -0.966
H 4.95668 -0.30904 -1.65049 -0.12 -0.08 -0.03 0.495
H 5.11011 -0.98666 -0.28284 -0.07 -0.03 -0.08 0.496
O 1.79696 -1.01538 0.35139 0.09 -0.06 0.28 -0.987
H 1.88396 -0.23847 0.92318 -0.20 -0.03 0.07 0.498
H 2.62295 -1.07250 -0.14252 -0.07 0.21 -0.28 0.488
O 4.02052 2.03473 0.10786 -0.03 -0.44 0.03 -0.970
H 3.80659 2.44394 -0.73730 -0.07 0.02 0.07 0.480
H 4.09653 1.07888 -0.08993 0.12 0.42 -0.16 0.492
O -0.52817 -2.89877 0.29285 0.01 -0.01 0.16 -0.957
H 0.07145 -2.26223 0.70441 0.00 0.04 -0.23 0.484
H -1.39869 -2.68534 0.64414 0.03 0.00 -0.01 0.470
O 4.49875 -3.45938 -2.10587 -0.17 0.09 0.16 -0.951
H 3.99359 -3.19433 -1.31320 0.23 -0.36 -0.20 0.491
H 5.15830 -2.77585 -2.23626 -0.01 -0.01 -0.03 0.447
O 1.92471 1.52034 1.96745 0.28 -0.17 -0.29 -0.988
H 2.66186 1.65747 1.33910 -0.17 0.36 0.22 0.493
H 1.67995 2.41148 2.23189 -0.08 -0.05 0.05 0.480
```
Positions in Å, forces in eV/Å.

Computed properties:
HOMO-LUMO gap = 8.85 eV
2S+1 = 1
SMILES = COC[C@H](C)N.O.O.O.O.O.O.O
Energy = -824.054456 a.u.

| no. | LUMO (eV) | highest occupied orbital energy (eV) |
| --- | --- | --- |
| 1 | 0.32 | -8.47 |
| 2 | -0.25 | -9.10 |